# 1
DFT (ωB97M-V/def2-TZVPD) results for 2 unconnected molecules or ions with the total composition C4H12.

Structure (XYZ):
```
16
Properties=species:S:1:pos:R:3:lowdin_charge:R:1
H 0.811 -1.655 2.821 0.0557
H -2.000 0.395 -0.659 0.1007
H 1.377 0.892 1.084 0.0844
C -1.150 0.383 -2.667 -0.2139
H 0.805 -0.665 0.372 0.0010
H -0.483 -0.663 -1.036 0.0673
H -0.335 0.346 1.267 0.0819
H -1.607 -0.564 -2.868 0.0422
H 1.151 -0.084 3.404 0.0519
H -0.231 1.206 -0.713 0.0932
H -1.751 1.271 -3.096 0.0864
C -0.941 0.373 -1.169 -0.2492
H -0.066 0.413 -3.101 0.0947
C 0.751 -0.044 1.202 -0.1857
H 2.382 -0.896 2.651 0.0655
C 1.288 -0.710 2.510 -0.1759
```

Calculated values
2S+1: 1
E_tot (eV): -4341.2705
Molar mass (g/mol): 60.14
Total charge: 0
SMILES: CC.CC

# 2
DFT (ωB97M-V/def2-TZVPD) results for 5 unconnected molecules or ions with the total composition C15H42N8O7.

Structure (XYZ):
```
72
Properties=species:S:1:pos:R:3:lowdin_charge:R:1
H 3.982 -3.287 -4.114 0.1090
H 4.645 -4.666 -3.139 0.1233
H 3.126 -0.362 -1.897 0.0630
H -3.307 6.523 5.199 0.0809
N -0.889 0.406 -0.082 0.1811
H -4.612 0.543 2.467 0.1097
H 2.330 0.086 -5.565 0.0933
O 3.715 -0.481 -4.156 -0.2084
C -4.270 0.683 3.498 -0.2273
H -5.295 4.527 4.417 0.1139
O 2.937 0.435 1.161 0.0010
H -2.867 -3.952 1.191 0.1033
H 1.994 0.702 -1.126 0.0612
H -1.547 -0.238 0.315 0.0718
N 6.212 -1.624 -3.355 -0.0486
H -3.367 5.844 3.681 0.0877
O -3.363 4.447 5.164 -0.1915
N 2.870 0.194 -1.099 0.1827
N -1.369 -0.413 -2.173 0.1617
H 5.446 -1.282 -2.788 0.0766
C -2.444 1.920 2.518 -0.1018
O -3.665 -1.493 0.913 0.0406
C -3.482 -2.313 0.028 -0.6651
H 4.619 -0.048 -6.005 0.1235
C 2.408 -0.536 -4.667 -0.0979
C 4.640 -3.581 -3.286 -0.1987
N -2.894 -3.537 0.279 0.1489
H -3.844 -2.946 -1.898 0.0982
H -1.983 -1.040 -1.688 0.0418
H -4.950 5.334 6.062 0.1210
H -2.645 1.635 1.481 0.0720
N 4.293 -1.121 0.132 0.1498
H -1.817 5.859 4.634 0.0884
C -4.757 4.514 5.367 -0.2324
H -4.430 -1.334 -1.427 0.1171
C -5.247 3.256 6.103 -0.1889
H -5.094 3.351 7.177 0.1103
C -0.611 0.445 -1.425 -0.6509
H 4.818 -1.198 0.984 0.0975
H -6.153 1.303 4.289 0.1223
H 6.457 -3.369 -4.525 0.1188
C 4.691 -0.715 -5.136 -0.2413
H 6.741 -3.555 -2.834 0.1087
H -3.679 2.205 5.488 0.0982
H -1.086 -0.586 -3.120 0.0968
C 6.109 -0.778 -4.560 -0.1804
O 0.214 1.215 -1.911 -0.0015
H 4.325 -1.783 -0.622 0.0365
N -3.874 -2.161 -1.284 0.1402
H 2.039 -3.137 -2.158 0.0905
H -4.302 -0.329 3.908 0.1235
O 4.164 -2.954 -2.115 -0.2447
H 2.837 -3.128 -0.621 0.0828
C -5.125 1.682 4.264 -0.2362
H 2.175 -1.570 -4.968 0.0875
H 4.487 -1.698 -5.596 0.1115
C -2.883 5.665 4.651 -0.1189
H -2.480 -4.108 -0.435 0.0891
H -3.102 2.800 2.605 0.0772
C 2.943 -3.484 -1.648 -0.1044
H 1.691 -0.251 -3.901 0.0724
N -4.673 1.993 5.598 -0.0481
C 6.072 -3.066 -3.550 -0.1833
H 6.378 0.193 -4.136 0.1166
H -6.319 3.103 5.939 0.1145
H 6.810 -0.979 -5.368 0.1155
H -0.541 1.182 0.452 0.1006
H -5.147 2.538 3.566 0.1033
C 3.361 -0.090 0.133 -0.6615
O -2.890 0.974 3.467 -0.1937
H -1.445 2.209 2.822 0.0985
H 2.916 -4.575 -1.572 0.0910
```

Calculated values
2S+1: 1
E_tot (eV): -42489.0803
Molar mass (g/mol): 446.55
Total charge: 0
SMILES: COCCNCCOC.COCCNCCOC.NC(N)=O.NC(N)=O.NC(N)=O

# 3
DFT (ωB97M-V/def2-TZVPD) results for 2 unconnected molecules or ions with the total composition C3HF5O.

Structure (XYZ):
```
10
Properties=species:S:1:pos:R:3:lowdin_charge:R:1
C 0.716 -0.784 0.587 -0.3323
O 0.458 -0.039 -1.838 0.2076
F -0.150 -1.020 1.588 0.1527
C 0.478 -0.020 -0.645 -0.1691
F 1.596 -1.789 0.584 0.1608
C 1.086 0.751 0.485 -0.3375
F 0.319 1.522 1.215 0.1778
H -3.691 0.362 -1.239 0.1133
F -3.100 -0.325 -0.936 -0.1031
F 2.288 1.341 0.197 0.1298
```

Calculated values
2S+1: 1
E_tot (eV): -18758.6736
Molar mass (g/mol): 148.03
Total charge: 0
SMILES: O=C1C(F)(F)C1(F)F.F

# 4
DFT (ωB97M-V/def2-TZVPD) results for 2 unconnected molecules or ions with the total composition C10H18NO3P.

Structure (XYZ):
```
33
Properties=species:S:1:pos:R:3:lowdin_charge:R:1
H -3.284 -0.334 4.102 0.0793
H 4.057 0.163 -4.284 0.1263
H -3.330 -1.983 4.662 0.0898
N -1.991 -1.577 3.036 -0.2099
O 2.262 1.643 -1.130 0.1117
H 3.816 3.205 -4.329 0.1177
H -0.365 -2.228 4.254 0.0777
H -1.939 -0.934 5.016 0.0763
H -1.389 -0.620 0.902 0.0141
H 5.005 1.693 -1.964 0.1311
C 4.297 2.307 -3.938 -0.1563
C -0.651 -2.148 3.217 -0.0668
C -2.818 -2.371 2.195 -0.5483
O -2.907 -3.559 2.321 0.0997
O 2.468 0.990 -3.263 0.0276
C -1.556 1.117 -0.590 -0.3319
C 3.467 1.082 -4.294 -0.1558
H -3.918 -2.420 0.407 0.0690
C 4.222 2.305 -2.413 -0.0742
H 4.244 3.305 -1.991 0.1246
H -3.512 0.697 0.646 0.0108
H -2.788 -0.851 -1.040 0.0130
H -0.548 -3.102 2.729 0.0788
H 5.309 2.269 -4.335 0.1147
C 2.883 1.642 -2.151 -0.4841
H 0.023 2.459 -1.375 -0.0202
H 2.973 1.172 -5.258 0.1241
C -0.832 1.974 -1.031 0.0003
H -4.462 -1.258 1.560 0.0773
C -3.569 -1.671 1.099 -0.2829
C -2.669 -1.209 4.280 -0.0616
H 0.069 -1.491 2.737 0.0728
P -2.570 -0.266 0.222 0.7556
```

Calculated values
2S+1: 1
E_tot (eV): -27578.3467
Molar mass (g/mol): 231.23
Total charge: 0
SMILES: C#C[PH3]CC(=O)N(C)C.O=C1CCCO1

Number 1: frontier orbital gap 12.340 eV. Number 2: frontier orbital gap 8.591 eV. Number 3: frontier orbital gap 9.785 eV. Number 4: frontier orbital gap 9.560 eV.